No. 1
The following is a DFT calculation (wB97M-V/def2-TZVPD) of C35H38ClCsN5O6SSbTe as an isolated structure.

## Properties
- HOMO: -1.47 eV
- 2S+1: 1
- DFT total energy: -94379.28160 eV
- Charge: -2
- Relative energy (zero: lowest compared OMol25 entry of this formula, charge and spin): 23.5 kJ/mol
- Frontier orbital gap: 0.1891 hartree

Each line ends with the Mulliken charge.
Cartesian coordinates (Å):
Cs: 0.95585 -0.48288 -0.77437  0.85
C: -2.49760 3.57196 -0.77334  -0.76
C: -1.45689 2.68319 -1.10869  -0.31
N: -0.41716 2.46149 -0.34655  -0.06
C: -0.31531 3.10507 0.84245  -0.32
C: -1.32311 4.00132 1.28434  1.47
C: -2.42076 4.22570 0.42047  -0.55
C: -1.23754 4.62736 2.55171  -0.91
C: -0.15350 4.33250 3.34141  -0.94
C: 0.86687 3.47562 2.92682  -0.53
C: 0.86034 2.83074 1.67383  0.17
N: 1.76556 1.95329 1.23254  -0.08
C: 2.99739 1.89685 1.79844  -0.34
C: 3.76817 3.00611 2.15176  -0.44
C: 5.05278 2.89464 2.69956  -0.68
C: 5.63162 1.67832 2.94921  -1.03
C: 4.90561 0.51034 2.61376  1.44
C: 5.40119 -0.78606 2.88514  -0.91
C: 4.66318 -1.88580 2.56027  -0.79
C: 3.42459 -1.68921 1.91048  -0.65
N: 2.93922 -0.50637 1.65005  0.00
C: 3.62449 0.60273 2.01268  0.07
H: -3.32888 3.70582 -1.45436  0.38
H: -1.50062 2.12876 -2.04197  0.27
H: -3.19754 4.91296 0.74207  0.40
H: -2.02521 5.29946 2.87186  0.32
H: -0.07160 4.77056 4.33201  0.32
H: 1.68025 3.27990 3.61252  0.49
H: 3.35390 3.99313 1.98854  0.52
H: 5.58970 3.80872 2.93372  0.33
H: 6.61629 1.58576 3.39255  0.34
H: 6.37065 -0.87901 3.36459  0.35
H: 5.00889 -2.88855 2.77807  0.56
H: 2.82564 -2.54154 1.60054  0.48
C: -6.24787 1.84402 3.07594  -1.53
C: -5.06531 0.93963 2.85108  0.74
C: -3.83178 1.45985 2.46549  -0.35
C: -2.74553 0.62859 2.24616  -0.25
C: -2.88164 -0.74498 2.41294  -0.40
C: -4.09639 -1.27717 2.81115  -0.35
C: -5.18002 -0.43524 3.02603  -0.71
S: -1.46251 -1.76513 2.05670  1.05
O: -0.32839 -0.99608 2.50356  -0.61
O: -1.70659 -3.03777 2.71866  -0.76
N: -1.38123 -1.84801 0.48861  0.19
C: -2.13628 -2.67658 -0.28198  -0.12
C: -3.13308 -3.57404 0.18019  -0.36
C: -3.81592 -4.35945 -0.71954  -0.51
C: -3.52235 -4.27887 -2.07767  -1.01
C: -2.53675 -3.37994 -2.44615  -0.08
N: -1.86939 -2.59649 -1.60744  0.19
H: -5.97714 2.88739 2.91258  0.34
H: -6.63184 1.75439 4.09524  0.33
H: -7.07002 1.60240 2.39798  0.32
H: -3.70830 2.52897 2.33522  0.18
H: -1.78852 1.04516 1.95535  0.62
H: -4.18450 -2.34368 2.97009  0.44
H: -6.13025 -0.85862 3.33691  0.34
H: -3.32826 -3.66982 1.23566  0.33
H: -4.57511 -5.04462 -0.35662  0.38
H: -4.02487 -4.88006 -2.82381  0.39
H: -2.27130 -3.27933 -3.49619  0.30
O: 3.22419 0.52486 -2.48825  -0.62
Cl: 2.95551 -0.19034 -3.72144  1.61
O: 4.19039 -0.66889 -4.28351  -0.70
O: 2.27883 0.67817 -4.65627  -0.71
O: 2.08913 -1.31831 -3.41838  -0.54
C: 5.22182 -4.50491 -0.08827  -0.69
Te: 4.28362 -3.33445 -1.61178  0.26
C: 5.52954 -1.65133 -1.22400  -0.65
H: 6.27519 -4.63806 -0.32899  0.32
H: 4.74217 -5.48095 -0.03494  0.34
H: 5.12322 -4.00541 0.87196  -0.06
H: 5.43201 -1.39903 -0.16980  0.03
H: 5.16083 -0.82947 -1.83098  0.23
H: 6.56080 -1.88283 -1.47861  0.41
C: -0.89408 1.18050 -5.91301  -1.32
Sb: -1.07025 -0.08621 -4.18168  0.91
C: -0.44077 -1.83367 -5.24999  -1.41
C: -3.18676 -0.40355 -4.49743  -1.43
H: -1.37710 0.71786 -6.77662  0.38
H: 0.16190 1.34029 -6.12644  0.32
H: -1.36345 2.14673 -5.72009  0.36
H: -1.14866 -2.03813 -6.05612  0.52
H: -0.36736 -2.69318 -4.58597  0.28
H: 0.55003 -1.63408 -5.65407  0.41
H: -3.36197 -0.77983 -5.50770  0.39
H: -3.69338 0.55734 -4.38479  0.42
H: -3.60070 -1.10051 -3.77109  0.37



No. 2
The following is a DFT calculation (wB97M-V/def2-TZVPD) of C28H41BeBrN2P2S as an isolated structure at a distorted geometry.

## Properties
- HOMO (spin up / spin down): -12.06 / -12.05 eV
- 2S+1: 1
- DFT total energy: -132515.95318 eV
- Charge: +2
- Frontier orbital gap (spin up / spin down): 0.1194 / 0.1193 hartree

Each line ends with the Mulliken charge.
Cartesian coordinates (Å):
C: 2.62890 4.20729 -0.27188  0.01
C: 1.65379 3.46826 -0.95636  0.64
C: 1.60749 3.50055 -2.35529  -0.18
C: 2.60578 4.20886 -3.02336  -0.42
N: 3.56507 4.87784 -2.37316  -0.56
C: 3.56546 4.89810 -1.03973  -0.55
C: 0.58706 2.87016 -0.25496  -0.67
C: -0.56388 2.90195 0.20246  0.04
C: -1.73690 2.68914 0.92574  -0.42
C: -1.81736 1.83027 2.05873  -1.32
C: -2.86338 0.89807 2.10421  1.16
C: -4.06670 1.44960 1.64091  0.22
C: -4.15755 2.64699 0.90853  -0.54
C: -2.95424 3.26179 0.50873  -0.62
Be: -2.38142 0.21100 3.81326  -0.09
P: 1.49430 -0.33970 0.40460  0.97
H: 0.79830 3.00120 -2.90262  0.41
H: 2.62529 4.28335 0.81456  0.45
H: 2.59585 4.25110 -4.11744  0.38
H: 4.32942 5.50706 -0.54932  0.38
H: -2.92926 4.13562 -0.13026  0.59
H: -1.31784 2.09972 2.99475  1.58
H: -5.10781 3.13119 0.65127  0.49
H: -2.82799 -0.19447 2.32721  -0.22
C: 2.24182 -2.00538 0.72675  -0.73
C: 3.40129 -2.46640 -0.14390  -1.49
H: 1.38520 -2.68993 0.61563  0.50
H: 2.51354 -2.00348 1.79263  0.45
H: 3.63013 -3.50617 0.11308  0.46
H: 3.16882 -2.43854 -1.21298  0.27
H: 4.31490 -1.88879 0.02901  0.27
C: 1.86457 -0.01721 -1.41577  -0.08
C: 3.22602 0.55024 -1.79054  -1.59
H: 1.06816 0.68794 -1.70563  0.27
H: 1.66995 -0.96574 -1.94464  0.54
H: 3.21297 0.77754 -2.86267  0.42
H: 3.44321 1.49011 -1.27020  0.19
H: 4.04817 -0.15600 -1.62127  0.32
C: 2.63632 0.82855 1.29392  1.12
C: 4.10590 0.45259 1.46603  -1.73
H: 2.18346 0.91641 2.29527  -0.40
H: 2.52804 1.81016 0.80878  -0.75
H: 4.58289 1.22937 2.07910  0.46
H: 4.24030 -0.50347 1.98874  0.34
H: 4.65016 0.42153 0.51386  0.27
Br: -5.62151 0.32620 2.04625  -0.09
P: -1.56676 -1.72885 -0.72452  0.73
C: -0.66900 -2.69034 -1.98291  -0.28
C: -1.32983 -3.95887 -2.51514  -1.39
H: 0.28361 -2.97147 -1.49899  0.20
H: -0.40309 -2.02880 -2.81946  0.41
H: -0.62287 -4.49988 -3.15976  0.44
H: -1.61628 -4.64455 -1.70969  0.27
H: -2.21620 -3.75050 -3.12841  0.26
C: -2.83041 -2.88824 0.03998  -0.67
C: -4.18949 -3.11184 -0.61394  -1.41
H: -2.99677 -2.46212 1.04554  0.24
H: -2.31527 -3.85188 0.18614  0.51
H: -4.75871 -3.80089 0.02204  0.45
H: -4.78187 -2.19381 -0.68475  0.27
H: -4.13013 -3.57751 -1.60382  0.23
C: -2.66601 -0.49637 -1.55565  -0.15
C: -3.18418 -0.90380 -2.92494  -1.39
H: -2.06113 0.42251 -1.62317  0.24
H: -3.50143 -0.25503 -0.87797  0.11
H: -3.74348 -0.07015 -3.36258  0.43
H: -2.37649 -1.15119 -3.61959  0.31
H: -3.87337 -1.75340 -2.87904  0.23
S: 1.56743 -0.32688 4.49912  0.10
C: 0.80884 -1.86561 4.56799  -0.19
C: -0.47784 -1.77857 4.14259  -0.55
N: -0.87089 -0.46331 3.80451  0.28
C: 0.22572 0.31571 3.74100  0.19
H: 1.34655 -2.73644 4.90269  0.47
H: -1.16269 -2.60145 4.06968  0.50
H: 0.28532 1.17907 3.08108  0.39



No. 3
The following is a DFT calculation (wB97M-V/def2-TZVPD) of a 2-piece molecular cluster, C8H13N3OS overall at a distorted geometry.

## Properties
- HOMO: -7.19 eV
- 2S+1: 1
- DFT total energy: -25855.39299 eV
- Relative energy (zero: lowest compared OMol25 entry of this formula, charge and spin): 411.3 kJ/mol
- SMILES: CO/C=C1\N=CC=CN1.C=CSN
- Frontier orbital gap: 0.2912 hartree

Each line ends with the Mulliken charge.
Cartesian coordinates (Å):
C: -3.17351 -1.34405 1.01796  -0.82
C: -2.76051 -1.99774 -0.04017  -0.22
C: -3.04207 0.10529 0.99286  -0.10
C: -1.53522 -0.03364 -0.74465  0.33
C: 2.29193 -2.27768 1.49061  -0.74
C: -0.76881 2.74302 -0.61609  -0.73
C: -0.61243 0.57857 -1.48302  -0.40
C: 2.21206 -1.31756 0.59802  0.23
N: -2.01778 -1.35578 -1.02080  -0.18
N: -2.23855 0.69046 0.21892  -0.36
N: 3.13884 0.82050 -0.77902  -0.51
O: -0.04972 1.82684 -1.41039  -0.34
S: 3.66526 -0.82774 -0.23174  -0.05
H: -3.56303 -1.77766 1.85048  0.49
H: -2.94658 -3.02647 -0.08753  0.42
H: -3.51531 0.75182 1.70690  0.43
H: 3.27565 -2.83998 1.62574  0.17
H: 1.39919 -2.66756 2.04635  0.26
H: -2.29077 -1.70073 -1.92859  0.25
H: -1.89295 2.68085 -0.71894  0.32
H: -0.22225 3.62541 -0.84806  0.31
H: -0.57376 2.73320 0.49474  0.27
H: 0.00136 -0.06490 -2.10642  0.34
H: 1.22782 -0.70638 0.42691  0.14
H: 3.71376 1.35131 -0.09272  0.27
H: 3.24974 1.04859 -1.73764  0.22



No. 4
The following is a DFT calculation (wB97M-V/def2-TZVPD) of C28H33FN8O4SSr as an isolated structure at a distorted geometry.

## Properties
- HOMO: -9.23 eV
- 2S+1: 1
- DFT total energy: -64071.90427 eV
- Relative energy (zero: lowest compared OMol25 entry of this formula, charge and spin): 12.1 kJ/mol
- Frontier orbital gap: 0.3330 hartree

Each line ends with the Mulliken charge.
Cartesian coordinates (Å):
Sr: 0.88539 -0.21987 0.82214  1.53
C: 0.40157 -2.91247 3.10872  -1.23
C: -0.81196 -1.96413 3.18426  -0.24
C: -1.80502 -2.14190 2.06380  -0.04
C: -2.95185 -2.90585 2.24061  -0.72
C: -3.84121 -3.03956 1.18647  -0.42
C: -3.55835 -2.41042 -0.01352  -1.04
C: -2.39146 -1.67037 -0.11374  -0.48
N: -1.53349 -1.53367 0.90012  0.96
N: 1.39968 -2.55063 2.08407  0.83
C: 2.62600 -1.93833 2.65521  -0.74
C: 2.36645 -0.91954 3.74430  0.33
C: 2.84868 -1.09336 5.03302  -0.82
C: 2.61552 -0.09971 5.97469  -0.48
C: 1.91229 1.03100 5.59945  -0.80
C: 1.46247 1.12137 4.29111  -0.49
N: 1.67432 0.16819 3.39066  0.35
C: 1.74884 -3.68123 1.21001  -1.76
C: 2.12915 -3.30199 -0.20851  0.86
C: 2.20028 -4.26768 -1.20336  -0.97
C: 2.58418 -3.87530 -2.47612  -0.31
C: 2.89033 -2.54424 -2.71526  -0.80
C: 2.78674 -1.64801 -1.66688  -0.55
N: 2.41376 -2.02688 -0.44447  0.29
H: 0.02586 -3.91411 2.89490  0.65
H: 0.86766 -2.96563 4.09766  0.46
H: -0.48091 -0.92248 3.21803  -0.22
H: -1.30961 -2.15509 4.13764  0.65
H: -3.14783 -3.37431 3.19650  0.48
H: -4.74650 -3.62097 1.30523  0.41
H: -4.22609 -2.48143 -0.86023  0.49
H: -2.11578 -1.16196 -1.03128  0.31
H: 3.16242 -1.42562 1.84698  0.28
H: 3.29047 -2.71874 3.04894  0.55
H: 3.40106 -1.98660 5.29191  0.45
H: 2.98558 -0.21043 6.98566  0.41
H: 1.71791 1.83343 6.29695  0.43
H: 0.91596 1.99056 3.94288  0.48
H: 0.89755 -4.35952 1.15890  0.47
H: 2.57898 -4.25635 1.64695  0.44
H: 1.95170 -5.29916 -0.98704  0.44
H: 2.63743 -4.60246 -3.27614  0.40
H: 3.18336 -2.20000 -3.69650  0.41
H: 2.99278 -0.59037 -1.78184  0.59
F: 2.77608 0.92677 0.45375  -0.94
N: -0.51145 0.20201 -2.82136  -0.70
C: -0.08305 0.07135 -1.74758  -0.22
C: -0.11927 2.73078 -6.76904  -1.32
C: -0.95616 2.41011 -5.53965  -0.30
S: -0.96352 3.79983 -4.43474  1.24
O: -1.70134 4.88658 -5.03287  -0.70
O: 0.39271 4.04698 -3.99578  -0.69
C: -1.86153 3.16861 -3.03106  0.55
C: -1.65312 4.06418 -1.81193  -1.64
N: -1.58338 3.26445 -0.58756  0.32
C: -0.42918 2.84214 -0.02590  0.80
N: -0.66330 2.03024 1.00692  -0.28
C: -2.01331 1.90789 1.09902  -0.72
C: -2.59727 2.66451 0.13017  -0.01
N: -3.98717 2.80179 -0.13333  1.05
O: -4.33144 3.47187 -1.09232  -0.64
O: -4.74328 2.20321 0.60793  -0.65
C: 0.91640 3.23225 -0.51864  -1.32
H: -0.12391 1.87541 -7.44338  0.40
H: 0.91095 2.94094 -6.48573  0.34
H: -0.51716 3.59380 -7.30188  0.33
H: -0.57026 1.56668 -4.96517  0.29
H: -2.00074 2.21835 -5.79037  0.39
H: -1.44153 2.17538 -2.85179  -0.46
H: -2.91165 3.07497 -3.30153  0.56
H: -2.44320 4.79827 -1.71143  0.25
H: -0.69944 4.58227 -1.89067  0.74
H: -2.50891 1.30125 1.83736  0.61
H: 1.12043 4.27929 -0.28071  0.42
H: 0.98534 3.11269 -1.60045  0.23
H: 1.67834 2.60093 -0.05319  0.23



No. 5
The following is a DFT calculation (wB97M-V/def2-TZVPD) of the molecule C7H9F at a distorted geometry.

## Properties
- HOMO: -9.47 eV
- 2S+1: 1
- DFT total energy: -10118.58725 eV
- Relative energy (zero: lowest compared OMol25 entry of this formula, charge and spin): 274.4 kJ/mol
- SMILES: F/C=C/[C@H]1[C@H]2CC[C@@H]12
- Frontier orbital gap: 0.3865 hartree

Each line ends with the Mulliken charge.
Cartesian coordinates (Å):
C: 0.10781 1.19386 -0.12652  0.04
C: 1.43650 0.74179 0.41589  -0.75
C: -1.17367 -0.62452 0.98167  -0.61
C: -0.81413 -1.15442 -0.47950  -0.56
C: -1.27870 0.76098 0.34160  -0.48
C: 2.29696 0.07772 -0.34245  -0.03
C: -0.71667 0.21723 -0.96935  -0.58
F: 3.51924 -0.43522 0.09877  -0.28
H: 0.29233 2.25910 -0.39225  0.42
H: 1.53351 0.96164 1.37507  0.56
H: -2.18046 -1.11207 1.40927  0.26
H: -0.33798 -0.83335 1.62311  0.28
H: -0.00717 -1.98368 -0.45762  0.21
H: -1.65641 -1.72117 -0.72075  0.37
H: -1.97656 1.56695 0.58009  0.41
H: 2.06401 -0.27343 -1.41138  0.30
H: -1.10862 0.35860 -1.92563  0.43



No. 6
The following is a DFT calculation (wB97M-V/def2-TZVPD) of C21H18Cl3IN4O3OsS as an isolated structure at a distorted geometry.

## Properties
- HOMO (spin up / spin down): -13.80 / -13.83 eV
- 2S+1: 1
- DFT total energy: -93128.20039 eV
- Charge: +2
- Frontier orbital gap (spin up / spin down): 0.1900 / 0.1940 hartree

Each line ends with the Mulliken charge.
Cartesian coordinates (Å):
Os: 0.10170 0.37501 -1.08439  2.89
C: 4.22728 -1.57579 -0.14133  -1.21
C: 3.28756 -1.37083 1.00201  0.50
N: 3.62010 -1.75361 2.20636  -0.58
C: 2.83110 -1.60653 3.26926  -0.98
C: 1.58397 -1.02167 3.17556  0.60
C: 0.76940 -0.82924 4.43895  -0.97
O: -0.56147 -1.30642 4.32505  -0.53
C: 1.15311 -0.58722 1.90017  0.29
C: -0.12939 0.07565 1.81551  -0.45
N: -0.66331 0.67114 0.79888  -0.06
C: -1.90459 1.38836 1.03905  0.72
C: -2.38534 1.63609 2.32861  -0.90
C: -3.59250 2.27973 2.53614  -0.93
C: -4.35751 2.71705 1.46696  -0.65
C: -3.88496 2.52826 0.18030  -0.65
C: -2.67508 1.88278 -0.00746  0.63
I: -1.98661 1.72563 -1.97169  0.01
C: 2.01033 -0.77393 0.80873  0.79
O: 1.70990 -0.45155 -0.43755  -1.31
H: 5.16749 -1.97131 0.23089  0.41
H: 4.40438 -0.63631 -0.66566  0.32
H: 3.80076 -2.27826 -0.85962  0.27
H: 3.21437 -1.96283 4.21802  0.39
H: 0.69932 0.23667 4.66966  0.31
H: 1.29385 -1.29471 5.27393  0.46
H: -0.59946 -2.24166 4.55145  0.32
H: -0.68347 0.05554 2.73941  0.81
H: -1.82886 1.34358 3.20565  0.49
H: -3.93141 2.44291 3.54970  0.43
H: -5.30321 3.21496 1.62852  0.43
H: -4.45651 2.88229 -0.66726  0.42
Cl: -0.45859 -5.11925 -5.47574  -0.14
C: -0.60323 -3.96422 -4.21669  0.40
C: 0.15448 -2.80014 -4.27410  -0.96
C: 0.00748 -1.90386 -3.24148  1.19
Cl: 0.92298 -0.39677 -3.25608  -0.28
C: -0.84653 -2.09831 -2.15947  -0.55
O: -0.96493 -1.20949 -1.15941  -1.00
C: -1.60137 -3.27867 -2.14296  0.48
Cl: -2.67262 -3.56315 -0.83492  -0.15
C: -1.47608 -4.20445 -3.16145  -0.75
H: 0.82734 -2.61543 -5.09931  0.48
H: -2.05828 -5.11464 -3.13548  0.47
N: 0.90475 3.57604 -3.24978  -0.33
C: 1.02931 3.72759 -1.93694  0.72
N: 0.83388 4.91563 -1.39244  -0.37
S: 1.52392 2.42024 -0.91747  -0.40
H: 0.66242 4.34268 -3.86010  0.21
H: 1.23271 2.72545 -3.67426  0.20
H: 0.73887 5.75647 -1.94319  0.23
H: 0.91255 5.01051 -0.39254  0.23